Record 1
Entry from OMol25: C6H4O2 in the gas phase in a non-equilibrium geometry (the ωB97M-V functional and the def2-TZVPD basis).

Results
LUMO (alpha / beta)   0.79 / -2.21 eV
Net charge   0
Orbital gap (alpha / beta)   7.378 / 6.739 eV
Multiplicity   3
E_HOMO (alpha / beta)   -0.2422 / -0.3288 Ha

Atoms and positions in Å:
C 1.13524 -0.50043 0.18830
C -0.01497 -1.26705 0.75519
C 0.90541 0.56840 -0.55224
C -0.99738 -1.52272 -0.06823
C -0.42177 1.21899 -0.62474
C -1.49467 0.68644 0.26462
O -1.77331 -1.85210 -0.85441
O -0.61533 1.59718 0.78759
H 2.10379 -0.82950 0.34733
H -0.03644 -1.38121 1.82878
H 1.67478 1.27184 -0.81033
H -0.46536 2.01017 -1.26184

Atoms 1-6, force components in eV/Å:
-2.112 0.117 -0.598
2.009 -0.285 0.619
-0.020 0.500 -0.468
-0.543 -0.834 -0.028
0.400 -2.682 2.482
1.207 2.287 -1.140

natural (NBO) atomic charge list, values in e, 2 entries: atom 1 (C): -0.130, atom 2 (C): -0.553

Record 2
Entry from OMol25: 2 unconnected molecules or ions with the total composition C2H8NS2 in a non-equilibrium geometry (the ωB97M-V functional and the def2-TZVPD basis).

Results
LUMO   -5.47 eV
Net charge   +1
Orbital gap   7.042 eV
Multiplicity   1
E_HOMO   -0.4599 Ha

Atoms and positions in Å:
C 0.81567 2.67765 -0.46178
N 0.60120 1.65053 -1.15146
H 0.10873 2.96608 0.30278
H 1.64916 3.31891 -0.70240
H 1.17012 1.32994 -1.93576
H -0.17367 0.98009 -1.09958
C -1.20537 -1.33155 1.37211
S 0.18850 -1.10264 0.24229
S 0.90920 -2.97878 -0.09854
H -2.08674 -0.98383 0.84020
H -1.01682 -0.92852 2.37314
H -1.38850 -2.37059 1.64927
H 0.42853 -3.22731 -1.33027

Atoms 1-6, force components in eV/Å:
-0.317 0.602 0.006
-0.304 -1.324 -1.546
0.009 -0.091 0.197
0.278 -0.042 0.105
0.587 0.591 0.232
-0.159 0.353 0.946

natural (NBO) atomic charge list, values in e, 2 entries: atom 1 (C): 0.159, atom 2 (N): -0.564

Record 3
Entry from OMol25: C16H19N3O3 in the gas phase in a non-equilibrium geometry (the ωB97M-V functional and the def2-TZVPD basis).

Results
LUMO   0.63 eV
Net charge   0
Orbital gap   8.900 eV
Multiplicity   1
Structure (SMILES)   O=C(O)[C@H](Cc1c[nH]c2ccccc12)NC(=O)[C@@H]1CCCN1
E_HOMO   -0.3038 Ha

Atoms and positions in Å:
O 4.91634 -0.76688 -0.90326
C 4.07068 0.04544 -0.52449
O 4.23215 1.36398 -0.49029
C 2.82303 -0.36917 0.13470
C 2.38410 -1.80131 -0.02278
C 0.97797 -1.97800 0.56843
C 0.57353 -2.15476 1.83120
N -0.81220 -1.96528 1.93803
C -1.30534 -1.69946 0.63174
C -2.62263 -1.48928 0.27013
C -2.85589 -1.42497 -1.14744
C -1.85439 -1.40313 -2.03661
C -0.47641 -1.47107 -1.66409
C -0.18835 -1.62181 -0.27283
N 1.70062 0.50291 -0.15352
C 1.11080 1.25955 0.76855
O 1.46264 1.38504 1.95653
C -0.15164 2.00943 0.36712
C -1.25469 1.76762 1.30753
C -2.45425 2.04187 0.45285
C -1.81632 2.41016 -1.01249
N -0.58353 1.68610 -1.01175
H 5.13663 1.61969 -0.69834
H 2.92166 -0.30014 1.25423
H 2.33488 -1.95623 -1.11707
H 3.18967 -2.45639 0.35583
H 1.21274 -2.52357 2.64369
H -1.56607 -2.21241 2.58854
H -3.44706 -1.62064 0.99618
H -3.78954 -1.23864 -1.62731
H -2.17784 -1.57562 -3.07851
H 0.32200 -1.41521 -2.39887
H 1.48481 0.75437 -1.15320
H -0.10681 3.15223 0.32250
H -1.21094 0.76595 1.79930
H -1.13062 2.56643 2.06535
H -2.96962 1.12620 0.17267
H -3.13798 2.73707 0.84290
H -2.56605 2.10010 -1.80440
H -1.56998 3.52034 -1.17745
H -0.80612 0.62949 -0.97330

Atoms 1-6, force components in eV/Å:
-1.332 1.663 0.343
2.491 -1.839 -0.107
-0.238 0.448 -0.031
-1.990 0.354 2.357
-0.139 -1.012 -0.910
0.861 1.110 -2.480

natural (NBO) atomic charge list, values in e, 2 entries: atom 1 (O): -0.590, atom 2 (C): 0.777

Record 4
Entry from OMol25: 2 unconnected molecules or ions with the total composition C35H36F7N5O11PS2 in a non-equilibrium geometry (the ωB97M-V functional and the def2-TZVPD basis).

Results
LUMO   -6.39 eV
Net charge   +1
Orbital gap   3.934 eV
Multiplicity   1
E_HOMO   -0.3795 Ha

Atoms and positions in Å:
N -0.03915 -3.28500 0.06720
C 0.61390 -2.17006 0.59339
N -0.04486 -0.78346 0.72986
C -1.50189 -1.02508 0.58397
C -2.51810 0.20812 0.96284
O -3.07993 1.07102 0.11610
F -2.90779 0.31155 2.41974
C 0.61911 0.13355 -0.23170
C 0.58534 -0.30476 -1.81864
C -0.82382 -0.06295 -2.60197
C -1.27540 -1.32800 -3.59384
N -2.61229 -1.85199 -3.11831
C -3.73034 -1.54446 -4.13506
C -5.13137 -1.54849 -3.23991
C -5.31318 -0.35990 -2.09818
C -6.59728 -0.21938 -1.08338
C -7.79276 -1.33398 -1.20086
C -7.65200 -2.48852 -2.35672
C -6.34919 -2.63509 -3.39568
O -6.30757 -3.70953 -4.41047
C 0.31002 1.76723 -0.01312
O 0.47109 2.47282 -1.16911
C 0.03561 2.51508 1.39436
F 1.33260 3.21956 1.73674
F -0.17260 1.58960 2.57290
C -1.11372 3.64016 1.50427
F -2.41213 3.17482 2.12202
F -0.60164 4.65633 2.50437
C -1.51648 4.49879 0.18835
F -2.21408 3.74481 -0.88879
F -0.31967 5.23850 -0.36283
C -2.58098 5.71281 0.62668
O -3.86645 5.50078 0.94163
O -2.10202 7.11271 0.61990
C 2.25367 0.06758 0.15426
C 2.63003 -1.03005 1.29917
P 2.26148 -0.51474 3.10386
S 3.05573 1.18931 3.63288
C 4.29094 -1.22282 1.25638
C 5.35409 -0.18670 0.57674
C 6.97696 -0.35843 0.54460
N 7.61747 -1.53230 1.20303
C 6.69044 -2.49114 1.86810
C 5.06492 -2.51961 1.97734
N 2.09617 -2.43193 0.93276
O 2.65171 -2.62510 -0.29520
C 3.05665 -4.02151 -0.50527
O 3.39604 -4.90041 0.45714
C 3.07068 -4.48417 -2.11439
C 2.21597 -5.73591 -2.73313
C 2.35269 -5.96026 -4.38526
C 3.27841 -4.97805 -5.35809
C 4.15079 -3.72734 -4.72134
C 4.01843 -3.50806 -3.08740
H -0.25471 -3.24042 -0.96974
H -0.28507 -4.14136 0.61060
H -1.86994 -1.45850 -0.44945
H -1.79204 -1.87396 1.37696
H 1.39936 0.37059 -2.37473
H 0.91968 -1.40753 -2.03791
H -0.68472 0.86548 -3.30888
H -1.75514 0.15422 -1.93039
H -0.49635 -2.21982 -3.56862
H -1.34551 -1.00003 -4.73054
H -2.54059 -2.88295 -2.97224
H -3.84324 -2.37307 -4.95679
H -3.59733 -0.47381 -4.58930
H -4.44592 0.42868 -2.02921
H -6.60335 0.64573 -0.28661
H -8.69056 -1.24080 -0.44219
H -8.50833 -3.28483 -2.45899
H -7.18399 -3.58923 -4.92086
H -2.36075 7.45521 -0.30723
H 2.88837 -0.09194 -0.84492
H 2.64506 1.11624 0.57129
H 2.90174 -1.52937 3.95257
H 0.83525 -0.59687 3.44697
H 4.93405 0.80168 0.05816
H 7.63769 0.45809 0.02809
H 7.23057 -3.40333 2.42173
H 4.46319 -3.37838 2.54738
H 1.53602 -6.40479 -2.04736
H 1.72158 -6.83802 -4.86256
H 3.34211 -5.11841 -6.53795
H 4.80821 -2.97382 -5.32992
H 4.61654 -2.59144 -2.62584
C 0.33293 7.14921 5.81278
C -0.25473 5.74125 5.76767
O 0.55820 4.96917 6.64847
S 1.08727 5.92737 7.85775
O 0.21858 5.73616 8.99791
O 2.52506 5.81294 7.93569
O 0.71687 7.35868 7.17069
H 1.23038 7.22185 5.19000
H -0.38894 7.90807 5.49924
H -0.24301 5.31708 4.76084
H -1.27880 5.72905 6.15555

Atoms 1-6, force components in eV/Å:
0.314 1.648 0.059
0.592 0.293 -0.120
0.966 -5.018 -1.851
-3.364 -1.275 1.136
-3.467 5.105 -2.543
4.357 -6.413 6.118

Löwdin atomic charge list, values in e, 2 entries: atom 1 (N): 0.188, atom 2 (C): -0.055

Record 5
Entry from OMol25: a molecular structure, C11H11ClN2O2S2Se2TaTe2 in a non-equilibrium geometry (the ωB97M-V functional and the def2-TZVPD basis).

Results
LUMO (alpha / beta)   -5.71 / -5.71 eV
Net charge   +1
Orbital gap (alpha / beta)   3.501 / 3.501 eV
Multiplicity   1
E_HOMO (alpha / beta)   -0.3384 / -0.3384 Ha

Atoms and positions in Å:
Ta 0.24979 2.27871 0.14620
Se 0.26648 7.10557 -1.52653
Te -1.22573 6.77078 0.27508
Te -2.04470 4.11777 -0.23807
Se -0.37502 3.47966 -1.97179
O -1.19325 -3.21071 0.11422
C -2.32742 -2.49726 0.12869
C -3.52711 -3.21022 0.11929
C -4.73011 -2.54005 0.13249
C -4.77633 -1.14496 0.15659
C -3.60133 -0.43372 0.16873
C -2.36149 -1.08923 0.15555
C -1.13937 -0.30466 0.16686
O -1.23839 1.02115 0.21783
N 0.04328 -0.82441 0.10168
N 1.05080 0.16097 0.05271
C 2.22073 -0.42236 -0.02067
S 2.35092 -2.14958 0.00901
C 4.16085 -2.17908 0.10866
C 4.68935 -1.00360 -0.68240
S 3.70726 0.44761 -0.20913
H -0.42848 -2.60945 0.10873
H -3.47864 -4.28993 0.10015
H -5.65143 -3.10753 0.12389
H -5.72650 -0.63031 0.16509
H -3.61868 0.64720 0.18796
H 4.49188 -3.12601 -0.31549
H 4.46115 -2.13004 1.15432
H 4.58731 -1.15778 -1.75537
H 5.72792 -0.78140 -0.44357
Cl 1.36695 4.36855 1.07889
C 2.29102 2.82980 0.66613
H 2.74580 2.52290 1.60500
H 3.03251 3.09163 -0.08074

Atoms 1-6, force components in eV/Å:
-0.601 1.672 -1.789
0.515 -0.095 -0.307
-0.243 -0.012 0.255
0.103 -0.631 0.712
0.818 -0.676 0.480
0.077 -0.047 0.000

natural (NBO) atomic charge list, values in e, 2 entries: atom 1 (Ta): 1.571, atom 2 (Se): -0.517

Record 6
Entry from OMol25: a molecular structure, C18H15InN3O24S4V2 in a non-equilibrium geometry (the ωB97M-V functional and the def2-TZVPD basis).

Results
LUMO (alpha / beta)   -5.88 / -5.85 eV
Net charge   0
Orbital gap (alpha / beta)   3.951 / 3.979 eV
Multiplicity   4
E_HOMO (alpha / beta)   -0.3612 / -0.3612 Ha

Atoms and positions in Å:
In 16.16809 -24.87402 -19.58696
O 15.45061 -19.24272 -16.36902
V 15.72075 -20.79712 -16.08358
O 21.12784 -22.80750 -16.63976
V 19.52350 -23.13106 -16.61704
S 19.20140 -26.06214 -18.18827
O 19.73608 -27.31619 -17.72451
O 17.95249 -26.03049 -17.52623
O 19.99420 -24.87917 -17.77355
O 18.82029 -25.82569 -19.59223
S 17.80866 -21.87624 -18.30238
O 17.32417 -22.21770 -19.64881
O 19.24403 -21.86948 -18.22359
O 17.01213 -20.93176 -17.63278
O 17.62836 -23.18675 -17.66413
S 13.72991 -22.87940 -17.81302
O 13.94884 -22.74770 -19.20722
O 14.37591 -24.23181 -17.57282
O 14.44488 -21.85037 -17.10678
O 12.36712 -22.98578 -17.45287
S 18.04000 -21.20985 -14.55748
O 17.46641 -19.96115 -15.05250
O 17.03043 -22.10657 -14.95728
O 19.25532 -21.67532 -15.17878
O 18.05162 -21.36825 -13.15099
C 17.61757 -19.57113 -21.41136
C 18.15054 -18.30145 -21.84092
C 17.47470 -17.79840 -22.97363
C 16.47078 -18.52059 -23.64899
C 15.98553 -19.83717 -23.24556
C 16.55954 -20.33399 -22.04738
N 15.98166 -18.02726 -24.90980
O 14.77169 -17.71833 -24.91221
O 16.73503 -17.88452 -25.87346
H 17.81349 -19.95991 -20.42300
H 18.82540 -17.70112 -21.24883
H 17.76889 -16.83135 -23.35396
H 15.13674 -20.31869 -23.70827
H 16.26114 -21.27650 -21.61258
C 14.23736 -19.33273 -19.02693
C 14.59169 -18.15659 -19.74575
C 14.00528 -16.94810 -19.51498
C 13.13267 -16.79838 -18.55685
C 12.66961 -17.92290 -17.82181
C 13.21067 -19.17335 -18.10328
N 12.64063 -15.38004 -18.30229
O 13.23054 -14.42181 -18.84714
O 11.78566 -15.24140 -17.44522
H 14.78363 -20.19351 -19.38336
H 15.19414 -18.18286 -20.64173
H 14.21134 -16.06519 -20.10185
H 12.00823 -17.83946 -16.97209
H 12.94745 -20.02154 -17.48872
C 20.91285 -21.28885 -24.01280
C 20.35365 -21.91103 -25.08761
C 19.14347 -22.57727 -24.97317
C 18.54322 -22.69503 -23.67417
C 19.16982 -22.11189 -22.64055
C 20.28751 -21.31979 -22.80996
N 17.23363 -23.36135 -23.55355
O 16.53982 -23.68074 -24.54361
O 16.80663 -23.59696 -22.42773
H 21.77293 -20.65112 -24.15409
H 20.80481 -21.75142 -26.05579
H 18.74230 -22.94460 -25.90619
H 18.65962 -22.06994 -21.68959
H 20.58497 -20.80298 -21.90950

Atoms 1-6, force components in eV/Å:
0.529 0.239 -0.120
-0.169 -4.499 1.241
4.278 3.155 -2.061
-4.360 -0.994 0.359
5.440 0.576 -1.680
2.538 2.474 -2.911

natural (NBO) atomic charge list, values in e, 2 entries: atom 1 (In): 0.964, atom 2 (O): -0.199

Record 7
Entry from OMol25: 2 unconnected molecules or ions with the total composition C5H12N2O3 in a non-equilibrium geometry (the ωB97M-V functional and the def2-TZVPD basis).

Results
LUMO (alpha / beta)   0.75 / 0.78 eV
Net charge   0
Orbital gap (alpha / beta)   7.845 / 8.879 eV
Multiplicity   1
E_HOMO (alpha / beta)   -0.2607 / -0.2977 Ha

Atoms and positions in Å:
C 2.51597 -2.21460 0.63758
C 1.68149 1.31374 -0.54012
C -3.24239 0.67499 -0.37030
C 1.49505 1.52337 0.88485
C -2.71642 -0.47834 0.57078
N 1.59575 -1.46409 0.75767
N -0.38607 0.35437 0.51440
O 3.74570 -1.93879 0.27328
O 0.36941 1.10817 1.41364
O -1.44692 -0.33586 1.17583
H 2.60150 -3.27795 0.93418
H 2.63914 1.72722 -0.79664
H 1.76460 0.33372 -0.87284
H 0.79940 1.69434 -1.07861
H -4.07790 0.24226 -0.90826
H -3.59874 1.55542 0.21302
H -2.49810 0.99309 -1.16143
H 2.23492 1.85468 1.57260
H 3.86384 -0.99345 0.16077
H -2.69154 -1.38662 0.02891
H -3.52255 -0.65087 1.42556
H 0.67484 -1.82110 1.15477

Atoms 1-6, force components in eV/Å:
2.390 -5.237 1.249
0.224 1.884 -0.077
1.065 -0.104 0.414
-0.894 -0.933 -0.304
-1.891 1.682 0.327
-4.929 2.908 1.093

natural (NBO) atomic charge list, values in e, 2 entries: atom 1 (C): 0.423, atom 2 (C): -0.719

Record 8
Entry from OMol25: a molecular structure, C4H6N3S in a non-equilibrium geometry (the ωB97M-V functional and the def2-TZVPD basis).

Results
LUMO   -4.22 eV
Net charge   +1
Orbital gap   10.171 eV
Multiplicity   1
E_HOMO   -0.5287 Ha

Atoms and positions in Å:
C -3.67076 0.92387 -0.57215
C -2.36901 0.73206 -1.08421
C 0.12403 -0.84827 -1.02595
C 1.23370 -1.60438 1.06276
N -3.97919 0.06219 0.37470
N 0.84659 -1.29917 -0.25424
N -1.68251 -0.13872 -0.39343
S -2.70483 -0.85332 0.68901
H -4.51053 1.54015 -1.06974
H -1.86258 1.31436 -1.84355
H -0.08534 -0.71826 -2.07705
H 1.00328 -2.54128 1.36427
H 0.47429 -0.98049 1.69556
H 2.37597 -1.48574 1.15443

Atoms 1-6, force components in eV/Å:
-2.158 0.251 -1.645
0.403 1.236 0.322
-0.635 0.071 -1.291
0.692 3.966 1.077
-0.011 0.176 0.017
0.496 -0.709 0.089

natural (NBO) atomic charge list, values in e, 2 entries: atom 1 (C): -0.025, atom 2 (C): -0.002

Record 9
Entry from OMol25: a gas-phase ion, F6NP2 (charge +1) in a non-equilibrium geometry (the ωB97M-V functional and the def2-TZVPD basis).

Results
LUMO   -7.06 eV
Net charge   +1
Orbital gap   10.741 eV
Multiplicity   1
Structure (SMILES)   FP(F)(F)=[N+]=P(F)(F)F
E_HOMO   -0.6543 Ha

Atoms and positions in Å:
F 0.95212 2.40257 -1.31886
P 0.87249 1.20303 -0.34772
F 1.34770 -0.02139 -1.16593
F 2.14008 1.54260 0.44477
N -0.63873 0.57927 0.68064
P -1.00585 -0.90179 0.45503
F -1.15584 -1.26351 -1.00939
F -0.14930 -2.15963 0.89746
F -2.38679 -1.19772 0.99807

Atoms 1-6, force components in eV/Å:
-1.599 -1.432 1.105
-0.730 -2.205 1.415
-0.602 1.133 0.325
-1.520 -0.396 0.396
4.983 3.749 -2.253
-0.007 -3.648 -0.854

natural (NBO) atomic charge list, values in e, 2 entries: atom 1 (F): -0.454, atom 2 (P): 2.560